(1)
ORCA calculation (wB97M-V/def2-TZVPD) on the ion C5H7N2 with charge +1.

As for the energy above the lowest of the compared OMol25 structures with the same formula, charge and spin: 139.6 kcal/mol. For the LUMO energy, the calculation gives -5.325 eV. The value obtained for the total energy is -8266.724 eV. As for the total charge: +1. The value obtained for the largest force on an atom is 5.853 eV Å⁻¹.

CARTESIAN COORDINATES (ANGSTROEM)
C: -0.461 -2.762 -0.001
N: -0.915 -1.494 0.223
C: -0.664 -0.358 0.280
C: 0.010 0.795 0.088
C: 0.773 1.794 0.873
N: -0.459 2.169 0.197
C: 0.067 1.703 -1.103
H: -1.051 -3.224 -0.659
H: -0.562 -3.197 1.069
H: 0.525 -2.843 -0.243
H: 0.619 1.904 1.994
H: 1.798 2.014 0.620
H: 1.114 1.879 -1.531
H: -0.791 1.619 -1.806


(2)
ORCA calculation (wB97M-V/def2-TZVPD) on an isolated molecule of C9H9NO2S.

As for the energy above the lowest of the compared OMol25 structures with the same formula, charge and spin: 70.1 kcal/mol. For the LUMO energy, the calculation gives 0.613 eV. The value obtained for the total energy is -25894.677 eV. The value obtained for the largest force on an atom is 5.145 eV Å⁻¹.

CARTESIAN COORDINATES (ANGSTROEM)
C: -3.467 -1.098 0.075
C: -3.415 0.089 0.755
S: -1.921 0.864 0.505
C: -1.378 -0.358 -0.650
C: -0.092 -0.043 -1.267
O: 0.322 1.306 -1.115
C: 1.130 1.650 -0.040
C: 1.563 0.349 0.777
C: 3.009 -0.031 0.865
O: 3.189 -1.280 0.155
N: 2.135 -1.495 -0.657
C: 1.222 -0.717 -0.359
C: -2.320 -1.387 -0.674
H: -4.347 -1.730 0.101
H: -4.078 0.458 1.524
H: 0.006 -0.298 -2.300
H: 0.585 2.364 0.585
H: 2.036 2.262 -0.464
H: 1.100 0.311 1.741
H: 3.701 0.682 0.190
H: 3.452 0.056 1.901
H: -2.433 -1.954 -1.647


(3)
ORCA calculation (wB97M-V/def2-TZVPD) on a cluster of 5 separate species, C2H13NO5 in total.

As for the energy above the lowest of the compared OMol25 structures with the same formula, charge and spin: 0.0 kcal/mol. For the LUMO energy, the calculation gives 0.681 eV. The value obtained for the total energy is -14013.769 eV. The value obtained for the largest force on an atom is 1.150 eV Å⁻¹.

CARTESIAN COORDINATES (ANGSTROEM)
C: -0.574 -1.819 1.547
C: 0.830 -1.494 1.156
N: 1.785 -1.735 2.094
O: 1.153 -1.029 0.070
H: -1.184 -1.836 0.646
H: -0.985 -0.983 2.126
H: -0.735 -2.684 2.185
H: 2.719 -1.437 1.871
H: 1.517 -1.937 3.041
O: 1.651 0.942 -2.949
H: 1.525 0.358 -2.193
H: 1.239 0.510 -3.702
O: -0.696 2.441 -2.365
H: -0.605 2.889 -1.520
H: 0.176 2.454 -2.781
O: -1.175 0.139 -0.854
H: -0.280 -0.195 -0.651
H: -1.090 0.899 -1.457
O: -1.444 1.578 1.453
H: -1.493 1.085 0.597
H: -2.333 1.854 1.687


(4)
ORCA calculation (wB97M-V/def2-TZVPD) on a cluster of 2 separate species, C2HP in total.

As for the energy above the lowest of the compared OMol25 structures with the same formula, charge and spin: 108.0 kcal/mol. For the LUMO energy (alpha / beta), the calculation gives -3.069 / -3.090 eV. The value obtained for the total energy is -11369.404 eV. The value obtained for the largest force on an atom is 3.303 eV Å⁻¹.

CARTESIAN COORDINATES (ANGSTROEM)
C: 0.646 -0.111 -0.472
C: 1.362 -1.153 -0.517
P: -0.069 1.369 -0.377
H: -1.940 -0.106 1.366